{"formula": "C23H24O5S2", "method": "the ωB97M-V functional and the def2-TZVPD basis", "energy_ev": -56142.668, "lumo_energy_ev": -2.74, "max_force_ev_per_a": 2.9, "homo_lumo_gap_ev": 3.6, "relative_energy_kcal_mol": 89.7, "homo_ev": -6.30, "elements": ["C", "O", "C", "S", "C", "C", "C", "C", "C", "C", "O", "O", "S", "C", "C", "C", "C", "C", "C", "O", "O", "H", "H", "H", "H", "H", "H", "H", "H", "H", "H", "H", "H", "H", "C", "C", "C", "C", "C", "C", "C", "C", "C", "H", "H", "H", "H", "H", "H", "H", "H", "H", "H", "H"], "positions_angstrom": [[0.14438, 2.92274, -1.78151], [0.43168, 1.51944, -2.14491], [0.73441, 0.56498, -1.26967], [0.32575, -1.02872, -2.01417], [-1.46072, -1.00853, -1.81689], [-1.95741, -1.36850, -0.56939], [-3.32273, -1.27586, -0.32415], [-4.17309, -0.81724, -1.33273], [-3.66906, -0.46952, -2.58666], [-2.30300, -0.59376, -2.84474], [0.58926, -0.94694, -3.44089], [0.86593, -2.09824, -1.21161], [2.26914, 0.68585, -0.36970], [3.52052, -0.21983, -1.29337], [3.96583, -1.43686, -0.75682], [4.91076, -2.18053, -1.45445], [5.36961, -1.73101, -2.68921], [4.92778, -0.50937, -3.21649], [3.98902, 0.25112, -2.51880], [2.63575, 2.08937, -0.28388], [2.15461, -0.14547, 0.81200], [-0.09284, 3.36817, -2.74898], [-0.70567, 2.95271, -1.09192], [1.04441, 3.36784, -1.34447], [-1.25877, -1.69212, 0.19555], [-3.69838, -1.54238, 0.65926], [-5.24192, -0.73440, -1.12844], [-4.33205, -0.08727, -3.36583], [-1.88632, -0.35170, -3.82255], [3.55740, -1.79578, 0.18532], [5.26737, -3.10552, -0.99334], [6.08278, -2.33241, -3.24913], [5.31203, -0.13790, -4.16065], [3.59724, 1.19325, -2.90907], [0.26890, 2.10336, 2.15455], [-0.07661, 0.70643, 2.50377], [0.92965, -0.07565, 3.27772], [-1.44256, 0.31736, 2.62410], [-1.81624, -0.93353, 3.21647], [-3.14472, -1.23697, 3.46782], [-4.15716, -0.31954, 3.15032], [-3.82319, 0.89471, 2.53438], [-2.49954, 1.21245, 2.27332], [-0.10457, 2.40647, 1.17376], [-0.17585, 2.77556, 2.90476], [1.35412, 2.24478, 2.16272], [0.93889, -1.13286, 2.99185], [1.93765, 0.31695, 3.12930], [0.68442, -0.01596, 4.35428], [-1.03774, -1.64033, 3.51437], [-3.39640, -2.17758, 3.95264], [-5.19592, -0.55487, 3.36057], [-4.59900, 1.61937, 2.29045], [-2.23788, 2.18428, 1.84512]], "forces_ev_per_a": [[0.5, -1.7, -0.1], [-0.2, 2.4, -1.7], [0.2, -1.2, 2.2], [0.2, 1.5, -0.2], [0.1, -0.2, 0.0], [-0.2, 0.2, 0.0], [0.2, 0.0, -0.2], [-0.1, 0.0, 0.1], [0.0, -0.1, 0.1], [0.1, 0.1, 0.1], [-0.2, -0.4, 0.7], [-0.1, 0.0, -0.1], [-0.2, -1.6, -1.5], [0.2, -0.1, 0.2], [0.0, 0.3, -0.2], [-0.2, 0.1, 0.2], [0.1, 0.3, -0.1], [-0.2, -0.1, 0.3], [0.0, -0.1, 0.2], [-0.3, -0.4, 0.2], [-0.2, 0.7, 0.6], [-0.1, 0.1, 0.3], [0.0, 0.1, -0.1], [-0.3, 0.0, -0.1], [-0.1, 0.0, -0.1], [-0.1, 0.0, -0.2], [0.3, 0.0, -0.1], [0.2, -0.2, 0.2], [0.0, 0.0, 0.3], [0.1, 0.2, -0.3], [-0.1, 0.2, -0.4], [-0.1, 0.2, 0.1], [0.0, -0.2, 0.0], [0.2, -0.3, 0.1], [0.6, 0.3, -0.4], [-0.1, 0.2, 1.3], [0.5, -0.1, -0.2], [-1.2, -0.5, -0.3], [0.2, 0.4, -0.2], [0.0, 0.2, 0.1], [0.6, 0.1, -0.3], [0.0, 0.0, 0.2], [0.5, -0.2, 0.1], [0.0, -0.1, 0.2], [0.0, -0.2, 0.0], [-0.3, 0.0, -0.1], [0.0, 0.2, 0.0], [-0.3, -0.1, 0.0], [-0.1, 0.0, -0.3], [-0.4, 0.2, -0.2], [0.0, 0.2, -0.1], [0.1, 0.0, 0.0], [0.2, -0.2, 0.0], [-0.2, -0.4, 0.1]], "nbo_charge": [-0.24, -0.56, -0.54, 2.15, -0.31, -0.19, -0.25, -0.16, -0.24, -0.18, -0.94, -0.94, 2.13, -0.32, -0.18, -0.23, -0.15, -0.24, -0.18, -0.96, -0.99, 0.20, 0.16, 0.21, 0.24, 0.21, 0.20, 0.22, 0.25, 0.25, 0.21, 0.20, 0.21, 0.23, -0.74, 0.48, -0.72, -0.23, -0.11, -0.22, -0.13, -0.25, -0.04, 0.27, 0.25, 0.26, 0.27, 0.27, 0.25, 0.23, 0.23, 0.23, 0.23, 0.22]}